ORCA calculation (ωB97M-V with the def2-TZVPD basis set) on a cluster of 2 separate species, C2H6NP in total.

Summary:
Highest occupied orbital energy (eV): -7.4
Gap between HOMO and LUMO (eV): 8.436

```
! RIJCOSX wB97M-V def2-TZVPD def2/J DEFGRID3
* xyz 0 1
C 1.971 0.114 0.493
N 0.803 0.456 0.392
C -0.269 0.937 0.250
P -1.981 0.846 0.696
H 2.521 -0.658 -0.019
H 2.605 0.654 1.162
H -1.823 -0.485 0.465
H -2.401 1.072 -0.522
H -0.584 -1.254 -1.164
H -0.841 -1.683 -1.752
*
```

ORCA calculation (ωB97M-V with the def2-TZVPD basis set) on a cluster of 2 separate species, C2H6NP in total.

Summary:
Highest occupied orbital energy (spin up / spin down) (eV): -8.4 / -8.3
Gap between HOMO and LUMO (spin up / spin down) (eV): 7.519 / 7.355

```
! RIJCOSX wB97M-V def2-TZVPD def2/J DEFGRID3
* xyz 0 1
C -1.146 -0.854 -0.081
C -0.149 0.273 -0.243
N 0.828 0.450 0.757
P 2.277 0.991 0.512
H -1.125 -1.185 0.965
H -2.153 -0.455 -0.227
H -1.193 -1.625 -0.874
H -0.387 1.331 -0.480
H 0.370 0.090 -2.192
H 2.678 0.984 1.862
*
```

| no. | E (eV) | maximum force (hartree/bohr) |
| --- | --- | --- |
| 1 | -12945.5836 | 0.09920 |
| 2 | -12945.2216 | 0.05309 |